This record from the OMol25 dataset describes an isolated ion of composition C26H45Br3FN2O2S2 and charge +1. The level of theory is wB97M-V/def2-TZVPD.

Results
HOMO energy, eV: -11.28
Charge: +1
Electronic energy, a.u.: -9895.503451
Orbital gap, eV: 7.112
LUMO energy, eV: -4.2

```
81
Properties=species:S:1:pos:R:3:lowdin_charge:R:1
C -1.7235 4.3370 -0.8431 -0.002
C -1.2513 3.1954 -0.1960 -0.207
C -0.8877 1.8642 -0.8856 -0.587
Br -1.6387 2.1728 -2.6929 0.987
C -1.6039 0.7603 -0.0587 -0.266
C -2.9193 0.2690 -0.6899 -0.207
C -4.0877 1.2920 -0.5619 -0.274
C -5.3943 0.6366 -0.1184 -0.537
S -6.1114 -0.4461 -1.4132 0.718
C -0.8061 -0.5317 0.3072 -0.201
C -1.3774 -1.3928 1.4650 -0.113
C -2.6245 -1.0479 2.2974 -0.355
C -3.7264 -2.1139 2.0813 -0.027
F -3.2547 0.1863 2.1594 -0.026
C 0.7816 -0.4316 0.3049 -0.333
C 1.2815 -1.8479 -0.0569 -0.136
C 1.1554 -3.0302 0.9548 -0.152
C 2.2461 -4.0913 0.6620 -0.075
C 3.6130 -3.6864 1.1747 -0.527
O 3.9382 -3.8311 2.2846 0.179
O 4.4710 -3.1457 0.2262 0.069
C 1.4111 0.2223 1.5673 -0.585
Br 0.1345 1.1088 2.8275 0.896
C 2.4232 -0.6062 2.4126 -0.709
C 1.9194 -1.1365 3.7746 -0.202
Br 3.9299 0.5929 2.9179 0.736
C 1.2360 0.4770 -0.9128 -0.504
S 3.0897 0.6752 -0.9747 0.946
C 0.8429 -0.0979 -2.3247 -0.202
C 1.9046 -0.9483 -3.1022 -0.260
C 1.1081 -1.7226 -4.2054 -0.084
N 0.6113 1.8550 -0.8263 -0.028
C 1.2980 2.9073 -1.6724 -0.114
C 2.2601 3.7893 -0.8480 -0.427
C 1.7421 4.6435 0.2880 -0.015
N 3.4813 3.8394 -1.0819 0.166
H -2.7738 4.3986 -1.1282 0.069
H -1.0970 5.2150 -1.0251 0.075
H -1.1097 3.2341 0.8911 0.109
H -1.8554 1.2307 0.8902 0.079
H -3.2860 -0.6084 -0.1533 0.080
H -2.7851 -0.0901 -1.7127 0.094
H -4.2688 1.6494 -1.5825 0.072
H -3.8117 2.1756 0.0215 0.108
H -5.2564 0.0063 0.7611 0.044
H -6.1339 1.3903 0.1502 0.079
H -5.2837 -1.5176 -1.3794 -0.151
H -0.9528 -1.1400 -0.5937 0.122
H -0.5584 -1.5029 2.1795 0.064
H -1.4971 -2.4136 1.1061 0.111
H -2.3943 -1.1602 3.3606 0.139
H -4.1471 -2.0737 1.0746 0.067
H -4.5083 -1.9351 2.8232 0.092
H -3.3181 -3.1032 2.2977 0.090
H 2.3409 -1.8690 -0.3208 0.066
H 0.7910 -2.2362 -0.9507 0.127
H 0.2295 -3.5665 0.7315 0.112
H 1.0958 -2.7762 2.0106 0.093
H 2.2023 -4.3339 -0.4014 0.131
H 1.9498 -4.9716 1.2351 0.132
H 4.6182 -2.2114 0.4417 0.099
H 1.9786 1.1178 1.3281 -0.014
H 2.9173 -1.4003 1.8660 0.042
H 0.9384 -1.6098 3.7108 0.059
H 2.6236 -1.9333 4.0435 0.086
H 2.0061 -0.3889 4.5554 0.049
H 3.6187 -0.5574 -0.9653 -0.092
H 0.6503 0.6876 -3.0576 0.076
H -0.0535 -0.7196 -2.3230 0.097
H 2.3787 -1.7166 -2.4976 0.081
H 2.5940 -0.3179 -3.6564 0.100
H 0.9888 -1.1414 -5.1192 0.080
H 1.7404 -2.5740 -4.4803 0.078
H 0.1779 -2.1543 -3.8316 0.074
H 0.7974 2.2486 0.1126 0.131
H 1.7604 2.5126 -2.5731 0.122
H 0.5835 3.6515 -2.0293 0.100
H 2.3732 5.5238 0.3851 0.096
H 0.6967 4.9420 0.1902 0.054
H 1.8567 4.1027 1.2375 0.092
H 3.7108 3.2204 -1.8634 0.045
```